Entry 1:
80
Properties=species:S:1:pos:R:3:forces:R:3:lowdin_charge:R:1 method="wB97M-V/def2-TZVPD" charge=-2 energy_ev=-90026.203 e_above_lowest_kcal_mol=63.06 multiplicity=1
N -0.5807 1.1022 0.4364 0.1 -0.6 0.6 0.35
H 0.3067 0.7026 0.7066 1.0 0.2 -0.4 0.09
H -1.0222 0.4983 -0.2422 -0.4 -0.3 0.1 0.10
H -0.5618 2.0581 0.1111 0.3 1.2 -0.3 0.07
H -1.0504 1.1047 1.3306 -1.3 0.0 0.6 0.09
Cl -1.2710 4.9512 -0.7867 -2.4 -0.1 3.3 0.61
O -0.8234 3.5855 -0.8970 0.9 -1.4 -1.2 -0.42
O -2.6366 4.8916 -0.2906 0.5 0.2 -0.2 -0.37
O -0.4170 5.6065 0.1464 0.5 0.5 0.1 -0.35
O -1.2959 5.6370 -2.0155 0.7 0.5 -2.3 -0.37
Cl -0.5308 3.6488 3.2925 -6.0 1.5 6.2 0.57
O -0.7758 3.0853 4.6486 1.1 0.2 -1.2 -0.40
O -0.2960 5.0439 3.4790 1.1 0.9 -0.6 -0.36
O 0.4880 2.9784 2.6778 4.8 -2.5 -2.9 -0.36
O -1.7505 3.4620 2.5884 -0.7 -0.2 -1.6 -0.36
Cl -2.7571 -0.2656 4.0921 1.1 2.9 0.7 0.60
O -3.3345 -1.5349 4.1025 -1.3 -3.4 0.3 -0.39
O -2.6606 0.1148 2.6905 0.6 0.4 -0.2 -0.40
O -3.5904 0.6566 4.8200 -0.2 0.0 -0.4 -0.36
O -1.4603 -0.2912 4.7454 -0.1 -0.3 -0.8 -0.38
C -3.9803 0.2369 -1.1963 0.1 0.9 0.4 -0.02
C -3.6883 -1.0626 -1.8490 1.2 -2.1 0.8 -0.52
C -4.0926 -1.1049 -3.3055 0.5 -0.4 -1.6 -0.12
C -3.4330 -2.2731 -4.1311 0.0 0.6 0.6 -0.16
C -1.9108 -2.2161 -3.8790 -1.5 -0.1 0.0 -0.17
C -1.4914 -2.4111 -2.4164 1.2 -0.8 -2.6 -0.46
N -2.2096 -1.3768 -1.6660 1.4 0.2 -1.8 -0.09
O -1.7424 -1.4402 -0.3657 -0.5 0.3 0.7 -0.03
C -1.5804 -3.9466 -1.9691 -1.5 1.7 0.3 -0.02
C 0.0823 -2.1730 -2.5874 -0.7 0.8 1.7 -0.04
C -4.4795 -2.1091 -1.0811 -1.6 0.2 -0.3 -0.04
H -5.0546 0.4215 -1.1947 0.0 0.1 -0.2 0.10
H -3.4587 1.0603 -1.6843 0.0 0.1 0.1 0.10
H -3.7010 0.1749 -0.1446 0.1 0.2 0.1 0.09
H -5.1821 -1.1058 -3.3399 -0.1 -0.4 0.0 0.12
H -3.8531 -0.1976 -3.8601 0.4 0.3 0.4 0.12
H -3.5559 -2.1559 -5.2078 -0.4 0.3 0.0 0.10
H -3.9253 -3.2169 -3.8970 0.3 -0.3 0.3 0.09
H -1.6109 -1.1969 -4.1230 0.0 0.1 -0.1 0.12
H -1.3597 -2.8547 -4.5693 0.0 -0.3 0.2 0.11
H -1.1429 -4.0433 -0.9755 0.7 -0.4 -0.3 0.07
H -2.6134 -4.2485 -1.7967 -0.3 0.1 -0.2 0.06
H -1.2080 -4.5917 -2.7650 0.5 0.1 0.4 0.08
H 0.5917 -2.9662 -3.1345 -0.3 -0.3 0.2 0.08
H 0.3508 -1.2487 -3.0989 -0.5 0.2 -0.1 0.08
H 0.4841 -2.0536 -1.5812 0.4 -0.3 0.0 0.05
H -4.1490 -2.2146 -0.0478 0.1 -0.4 -0.1 0.10
H -4.7202 -3.0128 -1.6409 0.9 -0.5 0.2 0.08
H -5.4856 -1.6948 -1.0160 -0.2 0.2 0.4 0.08
H -2.0292 -2.2966 -0.0403 -0.1 -0.2 0.7 0.09
C 2.7801 1.4802 -1.3005 -0.3 -1.6 0.1 -0.03
C 3.5837 0.8135 -0.1917 1.5 0.3 1.0 -0.48
C 4.3406 1.9445 0.5731 -1.0 0.6 0.0 -0.16
C 5.0050 1.4996 1.8582 -1.8 -0.2 0.0 -0.16
C 3.8221 1.0337 2.7917 1.7 0.2 -0.7 -0.11
C 3.0190 -0.1308 2.1911 0.8 -0.2 0.1 -0.51
N 2.6251 0.1719 0.7725 0.0 1.0 -0.3 -0.06
O 1.9468 -0.9129 0.0952 0.9 0.6 1.0 -0.04
C 3.8285 -1.4288 2.3931 0.2 -0.4 -1.0 -0.04
C 1.8124 -0.3116 3.0271 -2.4 0.4 0.9 -0.05
C 4.6624 -0.1895 -0.7871 -0.8 0.7 1.5 -0.02
H 2.2565 0.6499 -1.7742 -0.2 0.1 -0.4 0.07
H 1.9999 2.1200 -0.8882 0.4 0.4 -0.1 0.09
H 3.4432 1.9127 -2.0498 -0.2 0.4 0.2 0.09
H 4.9546 2.5830 -0.0621 0.5 -0.7 -0.5 0.11
H 3.5935 2.6978 0.8230 -0.5 -0.1 0.4 0.12
H 5.6680 0.6670 1.6230 0.4 0.1 0.4 0.09
H 5.5100 2.3394 2.3355 0.3 -0.2 0.0 0.11
H 3.2077 1.8863 3.0809 -0.2 0.0 -0.3 0.12
H 4.3207 0.6684 3.6895 -0.4 -0.2 0.3 0.11
H 3.8872 -1.7905 3.4197 -0.2 0.5 0.1 0.09
H 4.8520 -1.3870 2.0207 0.0 0.0 -0.2 0.06
H 3.2795 -2.2063 1.8618 0.2 -0.4 -0.1 0.07
H 2.0576 -0.5086 4.0707 0.2 -0.1 0.0 0.10
H 1.0869 -1.0667 2.7244 0.4 -0.5 -0.3 0.09
H 1.1568 0.5577 3.0777 0.3 0.5 -0.1 0.08
H 5.1940 -0.7073 0.0113 -0.4 -0.3 0.3 0.05
H 4.1341 -0.9277 -1.3904 0.6 0.2 -0.6 0.07
H 5.4968 0.3977 -1.1705 -0.4 -0.1 -1.1 0.08
H 2.6442 -1.5726 0.1023 -0.1 -0.8 -0.3 0.06

Entry 2:
68
Properties=species:S:1:pos:R:3:forces:R:3:lowdin_charge:R:1 method="wB97M-V/def2-TZVPD" charge=+2 energy_ev=-65805.561 s_squared=12.092 multiplicity=7
Eu 0.5010 0.8654 0.7854 -0.5 -2.1 -0.6 1.49
P -2.3945 0.6306 0.8488 -0.1 -0.3 1.2 0.95
P 2.0605 0.1878 -1.5910 1.0 -0.5 0.6 0.96
N -0.5146 1.9578 -1.2678 1.0 0.9 1.1 -0.27
C -2.8304 2.0306 -0.2252 -0.2 0.2 0.1 -0.30
H -3.8543 1.8588 -0.5642 0.0 0.3 0.0 0.10
H -2.8351 2.9358 0.3837 0.0 0.0 0.0 0.08
C -1.9410 2.2124 -1.4402 -0.5 -0.1 -0.5 -0.27
H -2.3121 1.5823 -2.2460 0.1 -0.4 0.0 0.12
H -2.0740 3.2109 -1.8289 -0.2 0.5 -0.1 0.13
C 0.1424 2.0017 -2.5756 -0.3 -0.2 -0.7 -0.27
H 0.0378 2.9927 -2.9934 0.1 0.5 -0.1 0.13
H -0.4288 1.3874 -3.2695 -0.2 -0.4 0.1 0.12
C 1.6012 1.5858 -2.6526 0.2 0.2 -0.1 -0.31
H 2.2507 2.4262 -2.4033 0.0 0.0 0.0 0.08
H 1.8303 1.2884 -3.6806 0.0 0.3 0.0 0.10
C 2.4419 -1.2463 -2.7227 -0.6 0.1 0.2 -0.53
C 2.4443 -2.5894 -1.9818 0.2 -0.2 -0.1 -0.11
H 2.5090 -3.3947 -2.7261 0.0 0.1 0.2 0.10
H 1.5370 -2.7604 -1.3983 0.0 0.1 0.0 0.06
H 3.3123 -2.6946 -1.3137 -0.2 0.1 -0.2 0.07
C 3.6415 0.7554 -0.7844 -0.2 0.0 -0.1 -0.57
C 4.2578 -0.3098 0.1368 0.3 0.0 0.0 -0.11
H 5.1216 0.1344 0.6562 -0.2 -0.2 -0.2 0.10
H 4.6283 -1.1784 -0.4312 -0.1 0.3 0.2 0.08
H 3.5696 -0.6703 0.9166 0.0 0.1 -0.2 0.04
C -2.4222 1.3658 2.5600 0.0 0.0 -0.2 -0.57
C -2.1398 0.3308 3.6614 -0.2 0.1 0.3 -0.11
H -2.0607 0.8608 4.6237 0.0 -0.2 -0.3 0.10
H -1.1976 -0.2199 3.5231 -0.2 0.1 -0.1 0.04
H -2.9624 -0.3984 3.7568 0.3 0.3 0.0 0.08
C -3.7708 -0.6175 0.6998 0.5 0.0 -0.4 -0.53
C -3.3678 -1.9976 1.2317 -0.2 -0.2 0.2 -0.11
H -4.1609 -2.7124 0.9731 0.2 0.1 0.1 0.10
H -3.2690 -2.0091 2.3279 -0.1 0.1 -0.3 0.07
H -2.4407 -2.3736 0.7982 0.1 0.1 0.0 0.05
C -0.6190 -0.7943 -0.8589 -0.8 -1.7 -1.7 -0.22
O -1.1070 -1.4250 -1.6822 0.8 1.3 1.6 0.11
C 4.6787 1.3540 -1.7365 0.5 0.0 0.3 -0.10
H 5.1807 0.5819 -2.3342 -0.2 0.4 0.3 0.07
H 4.2532 2.1050 -2.4050 0.1 -0.1 0.0 0.07
H 5.4454 1.8522 -1.1242 -0.1 -0.1 -0.3 0.10
C -3.6550 2.2141 2.8790 0.0 0.0 0.6 -0.09
H -3.4548 2.7553 3.8151 -0.2 -0.1 -0.2 0.10
H -3.8694 2.9551 2.1090 -0.1 -0.1 0.1 0.07
H -4.5487 1.5911 3.0397 0.4 0.4 -0.1 0.07
C -5.1185 -0.1769 1.2654 -0.3 -0.2 0.1 -0.10
H -5.8772 -0.8876 0.9111 0.1 0.2 0.1 0.10
H -5.1358 -0.2135 2.3653 0.0 0.0 -0.4 0.08
H -5.4215 0.8171 0.9281 0.0 -0.1 0.1 0.08
C 3.6913 -1.0924 -3.5871 0.1 -0.2 -0.2 -0.10
H 4.6145 -1.2401 -3.0080 -0.3 0.1 -0.2 0.08
H 3.6652 -1.8785 -4.3532 0.0 0.2 0.1 0.10
H 3.7365 -0.1314 -4.1085 0.1 -0.1 0.1 0.08
H 1.5566 -1.2345 -3.3874 0.2 0.0 0.1 0.12
H -3.8670 -0.7012 -0.4002 0.0 0.0 0.3 0.12
H 3.2764 1.5795 -0.1334 0.2 0.0 -0.1 0.08
H -1.5467 2.0536 2.5234 -0.3 0.0 0.1 0.08
H -0.0901 2.7571 -0.6455 -0.9 -1.2 -1.3 0.02
H 0.5762 2.7862 0.6103 0.5 1.0 0.9 -0.10
N 0.0757 -2.9862 3.0080 0.6 -1.5 0.4 0.21
C 1.0315 -2.4149 2.2775 1.2 -0.6 -0.5 -0.59
N 2.1177 -3.1827 1.9465 -1.5 0.9 0.5 0.21
O 0.9431 -1.2217 1.8830 -0.1 0.4 -0.2 -0.21
H 0.2179 -3.9466 3.3815 -0.5 1.3 -0.4 0.16
H -0.7162 -2.4462 3.2860 -0.3 0.1 0.2 0.10
H 2.8503 -2.7508 1.4134 0.1 -0.2 0.0 0.09
H 2.2057 -4.1068 2.3353 0.3 0.0 -0.2 0.12

Entry 3:
72
Properties=species:S:1:pos:R:3:forces:R:3:lowdin_charge:R:1 method="wB97M-V/def2-TZVPD" charge=+3 energy_ev=-128457.484 multiplicity=1
Rh 0.3491 -0.9958 -0.6521 1.2 2.4 0.8 0.53
C 3.8724 -0.3933 -0.3264 0.4 -0.2 -0.3 -0.08
O 2.6194 0.0424 0.1869 -1.0 -0.4 -0.4 -0.30
C 2.5957 0.1027 1.6052 -0.4 -0.4 0.4 -0.18
C 1.9769 -1.1462 2.2248 0.4 0.3 0.0 -0.16
O 0.6110 -1.1826 1.8247 0.2 0.3 -0.2 -0.35
C -0.1279 -2.2238 2.4391 -0.3 -0.2 0.4 -0.07
H 4.1913 -1.3413 0.1146 -0.1 0.0 0.1 0.07
H 4.6385 0.3595 -0.1294 0.0 0.0 0.0 0.12
H 3.7550 -0.5195 -1.3978 0.0 0.1 0.0 0.07
H 1.9585 0.9568 1.8614 0.1 0.1 0.1 0.09
H 3.5970 0.2721 2.0092 0.0 0.1 -0.1 0.15
H 2.0477 -1.0775 3.3173 0.0 0.0 -0.1 0.15
H 2.4943 -2.0591 1.8949 -0.1 0.1 0.0 0.14
H -0.1322 -2.0886 3.5229 0.0 -0.1 0.0 0.11
H 0.2840 -3.2064 2.1948 0.0 0.0 0.0 0.10
H -1.1451 -2.1460 2.0590 0.0 -0.1 0.1 0.08
C -0.1784 5.1008 -0.4554 0.3 -0.5 0.5 -0.18
Si 0.9265 3.9421 0.5534 0.0 -0.7 -0.2 0.65
C 2.5583 3.3727 -0.2324 -0.5 0.4 0.3 -0.19
C 0.8310 3.9844 2.4491 -0.1 0.1 -0.8 -0.20
Sb -0.5634 1.2797 0.3150 -0.3 -0.2 -0.2 1.20
Si -3.2567 1.7990 1.8017 0.4 -0.2 -0.2 0.67
C -2.5042 1.6953 3.5420 -0.4 0.2 -0.6 -0.20
C -3.5471 3.5250 1.0832 0.2 -0.7 0.3 -0.20
C -4.4338 0.4170 1.2615 0.5 0.5 0.2 -0.19
Si 0.2907 -0.2093 -2.8948 -0.2 0.2 -0.3 0.55
C 2.0176 0.5210 -3.3200 -0.8 -0.7 0.3 -0.17
C -0.2743 -1.8508 -3.7350 0.4 0.9 0.4 -0.17
C -1.0360 1.1632 -3.1634 0.7 -0.8 0.5 -0.22
H 0.3373 6.0496 -0.5981 0.2 0.1 0.0 0.06
H -1.1209 5.3268 0.0360 -0.1 0.0 0.2 0.03
H -0.4005 4.7122 -1.4455 0.1 -0.1 -0.1 0.03
H 3.3965 3.5884 0.4282 0.1 0.1 0.1 0.05
H 2.7494 3.8951 -1.1699 -0.1 0.1 0.0 0.05
H 2.5667 2.3035 -0.4350 -0.1 0.0 0.1 -0.02
H 1.6510 4.5712 2.8571 0.2 0.1 0.0 0.05
H 0.8922 2.9954 2.8954 0.1 -0.2 0.0 0.01
H -0.0851 4.4515 2.7996 -0.2 0.1 -0.1 0.04
H -2.3280 2.6839 3.9603 0.0 0.1 -0.1 0.04
H -1.5690 1.1405 3.5753 0.0 -0.1 0.0 0.01
H -3.2080 1.1987 4.2069 -0.1 -0.2 0.0 0.05
H -2.9631 4.2861 1.5946 0.1 0.0 0.1 0.03
H -4.5939 3.7892 1.2196 -0.2 0.0 0.0 0.05
H -3.3449 3.5842 0.0177 0.0 -0.1 -0.2 0.03
H -4.3661 -0.4590 1.9055 0.1 0.0 0.1 0.04
H -4.2585 0.1006 0.2361 0.1 0.1 0.0 0.01
H -5.4629 0.7717 1.3149 -0.1 0.2 0.1 0.05
H 2.7995 -0.2311 -3.3333 0.1 -0.2 -0.1 0.02
H 2.3289 1.3162 -2.6488 -0.1 0.1 0.2 0.01
H 1.9648 0.9439 -4.3199 -0.1 0.1 -0.2 0.05
H -0.2448 -2.7181 -3.0827 0.1 0.0 0.1 -0.01
H 0.3734 -2.0554 -4.5807 0.1 0.0 -0.2 0.04
H -1.2884 -1.7503 -4.1088 -0.2 0.1 -0.1 0.04
H -0.7038 2.1349 -2.8098 0.2 0.3 0.1 0.01
H -1.9903 0.9451 -2.6952 -0.3 -0.2 0.1 0.01
H -1.2172 1.2564 -4.2294 0.0 0.1 -0.3 0.05
Se 3.2448 -3.7528 -1.2265 -0.2 0.6 0.0 1.27
N 2.4938 -5.2880 -1.1242 -0.2 -1.4 0.0 -0.21
C 1.1908 -5.1691 -0.9046 0.6 0.9 -0.1 -0.34
C 0.2335 -6.1944 -0.7997 -0.7 -0.1 0.1 0.07
C -1.0658 -5.8068 -0.5822 0.6 -0.7 -0.1 0.00
C -1.4007 -4.4428 -0.4817 0.4 0.5 -0.2 -0.08
N -0.5343 -3.4532 -0.5925 -0.8 0.0 0.2 0.05
C 0.7474 -3.8089 -0.7984 1.0 -0.3 -0.2 -0.48
N 1.7083 -2.8888 -0.9432 -1.3 0.4 0.1 -0.28
H 0.5304 -7.2246 -0.9059 0.0 -0.2 0.0 0.14
H -1.8461 -6.5469 -0.5018 -0.1 0.0 0.0 0.13
H -2.4381 -4.1667 -0.3344 -0.1 0.0 0.1 0.12
O -2.2771 -1.0382 -0.6815 0.5 -0.1 -0.1 -0.17
H -2.2967 -1.8262 -0.1246 -0.1 -0.1 -0.1 0.03
H -2.6186 -1.3139 -1.5394 -0.1 -0.2 -0.2 0.08

Entry 4:
76
Properties=species:S:1:pos:R:3:forces:R:3:lowdin_charge:R:1 method="wB97M-V/def2-TZVPD" energy_ev=-45360.489 multiplicity=1
C -3.5020 1.0286 -3.8152 0.3 0.3 0.5 -0.03
O -2.7022 1.4696 -2.6938 -0.5 -0.6 -0.4 0.04
B -3.2091 1.0266 -1.5072 0.7 0.5 0.2 -0.71
O -4.1342 1.7560 -0.8540 -0.1 -0.5 0.1 0.24
N -2.7132 -0.2939 -0.9700 -0.4 0.3 -0.4 0.29
C -2.2282 -0.4972 0.2445 0.4 0.0 0.1 -0.34
N -1.7676 -1.7302 0.5884 -2.1 0.1 0.1 0.18
C -2.0193 -2.0911 2.0130 0.4 -0.5 0.7 -0.37
N -2.3606 -3.4976 2.0982 -0.1 0.1 0.0 0.08
C -3.0687 -1.1735 2.5958 0.4 0.5 0.3 -0.13
C -2.5371 0.2491 2.5071 -0.7 0.0 -0.5 -0.12
N -2.2147 0.5646 1.0966 -0.5 -1.2 0.4 0.03
C -0.9544 1.3894 0.9205 0.9 1.3 -0.6 -0.72
O -0.9672 2.4303 1.5459 -0.3 0.3 0.8 0.04
O -0.1413 0.8890 0.1481 0.0 -0.6 -0.4 0.03
H -4.3986 1.6385 -3.8750 -0.1 0.1 -0.2 0.10
H -3.8088 -0.0095 -3.6744 0.0 -0.2 -0.2 0.09
H -2.8955 1.1141 -4.7052 0.0 0.1 -0.2 0.09
H -4.3880 1.3008 -0.0435 0.0 0.3 0.2 0.11
H -2.7234 -1.0646 -1.6203 0.6 -0.1 -0.1 0.16
H -2.2944 -2.4120 0.0456 0.6 -0.4 -0.1 0.14
H -1.1025 -1.9331 2.5753 0.3 0.1 -0.1 0.15
H -1.7313 -3.9822 2.7257 0.2 -0.1 -0.2 0.07
H -3.2839 -3.6049 2.4953 -0.1 -0.1 -0.1 0.07
H -4.0263 -1.2591 2.0793 -0.1 -0.1 -0.2 0.13
H -3.2394 -1.4149 3.6410 0.0 -0.1 0.1 0.13
H -3.3245 0.9337 2.8089 0.1 0.2 0.2 0.12
H -1.6834 0.3972 3.1590 0.2 0.0 0.0 0.13
C -0.4437 4.1347 -1.2183 0.0 0.0 -0.1 -0.10
O -0.2647 5.3154 -1.9935 -0.1 -0.1 0.1 -0.20
C 1.0831 5.5929 -2.3299 -0.1 0.3 -0.1 -0.23
C 1.2784 5.4415 -3.8225 0.0 -0.2 0.0 -0.22
N 1.1875 4.0390 -4.2108 0.0 0.2 -0.1 -0.05
C 1.1330 3.8118 -5.6491 0.0 -0.2 0.2 -0.21
C -0.0973 4.3153 -6.3956 0.1 0.0 -0.3 -0.23
O -1.2943 3.6413 -6.0513 0.0 0.1 0.1 -0.18
C -1.9926 4.1659 -4.9335 0.0 -0.2 0.0 -0.10
H -1.4941 4.0778 -0.9409 0.0 0.1 0.0 0.09
H -0.1856 3.2395 -1.7933 0.1 -0.1 0.1 0.08
H 0.1519 4.1570 -0.3049 0.0 -0.1 0.0 0.09
H 1.7769 4.9543 -1.7767 0.0 -0.1 0.0 0.13
H 1.2859 6.6320 -2.0497 0.0 0.0 0.0 0.12
H 2.2632 5.8249 -4.1074 0.0 0.0 0.0 0.12
H 0.5150 6.0606 -4.3151 0.1 0.1 0.0 0.11
H 0.3586 3.6388 -3.7912 0.0 0.0 0.1 0.07
H 1.1913 2.7316 -5.8065 0.0 0.0 -0.1 0.12
H 2.0272 4.2469 -6.1072 0.0 0.1 0.0 0.12
H 0.0604 4.1135 -7.4592 0.0 0.0 0.0 0.12
H -0.2269 5.4000 -6.3017 0.0 0.0 0.1 0.11
H -1.8543 5.2454 -4.8382 0.0 0.0 0.0 0.09
H -1.6932 3.6787 -4.0022 0.0 0.1 0.0 0.07
H -3.0540 3.9639 -5.0853 0.0 0.0 0.0 0.09
C 4.4338 -3.6200 1.1346 0.0 -0.1 0.0 -0.11
O 4.7039 -4.4569 2.2448 -0.1 0.2 -0.1 -0.20
C 5.1469 -3.7588 3.4021 0.2 -0.2 0.1 -0.22
C 4.1230 -3.8591 4.5100 -0.2 0.0 -0.1 -0.22
N 2.9290 -3.0906 4.1828 0.0 -0.2 0.1 -0.05
C 1.8111 -3.2919 5.0954 0.0 0.2 -0.2 -0.20
C 1.1682 -4.6733 5.1454 -0.2 0.1 0.3 -0.23
O 0.5008 -5.0454 3.9512 0.0 0.0 -0.1 -0.20
C 1.3118 -5.6763 2.9718 -0.2 0.0 -0.1 -0.09
H 4.2069 -4.2653 0.2880 0.0 0.0 0.0 0.09
H 3.5738 -2.9665 1.3159 0.1 0.1 0.0 0.08
H 5.3023 -3.0052 0.8827 0.0 0.0 0.0 0.09
H 5.3727 -2.7144 3.1724 -0.1 0.0 0.0 0.12
H 6.0720 -4.2370 3.7368 0.0 0.0 0.0 0.12
H 4.5552 -3.4688 5.4357 0.0 0.0 0.0 0.12
H 3.9007 -4.9253 4.6596 0.1 0.0 0.1 0.11
H 2.6333 -3.3373 3.2474 0.0 0.1 0.0 0.07
H 1.0347 -2.5768 4.8084 0.0 0.0 0.1 0.11
H 2.1312 -3.0203 6.1059 0.0 0.0 0.0 0.12
H 0.3963 -4.6420 5.9196 0.0 0.0 0.0 0.12
H 1.8744 -5.4555 5.4448 0.1 0.0 -0.1 0.11
H 2.1179 -6.2559 3.4259 0.0 0.0 0.0 0.09
H 1.7339 -4.9518 2.2707 0.1 0.0 0.0 0.07
H 0.6737 -6.3521 2.4022 0.0 0.0 0.0 0.09